No. 1
C5H9O2P | the ωB97M-V functional and the def2-TZVPD basis

Kohn-Sham gap, eV: 10.577
E_LUMO, eV: 0.787
HOMO, eV: -9.79

Structure (XYZ):
```
17
C5H9O2P, DFT the ωB97M-V functional and the def2-TZVPD basis
C -0.92586 0.46284 1.80159
C -0.54158 0.51900 0.55289
C 0.26760 1.65414 0.03167
C 1.42577 0.98697 -0.69959
O 0.73728 0.14243 -1.63678
P -0.61047 -0.63041 -0.95848
C -0.26545 -2.22016 -0.24252
O -1.80293 -0.38549 -1.80902
H -1.50640 -0.40716 2.00968
H -0.61214 1.15113 2.57197
H -0.26560 2.12596 -0.79504
H 0.63050 2.34274 0.71467
H 2.04561 1.64499 -1.20619
H 2.01857 0.33606 -0.15768
H 0.46229 -2.73023 -0.87169
H 0.02792 -2.19147 0.83204
H -1.08512 -2.80133 -0.13751
```


No. 2
C5H4F16Li2N4O17S8 | the ωB97M-V functional and the def2-TZVPD basis

Total charge: -1
2S+1: 2
Kohn-Sham gap (spin up / spin down), eV: 7.716 / 3.316
E_LUMO (spin up / spin down), eV: 0.470 / -3.928
<S²>: 0.760
HOMO (spin up / spin down), eV: -7.25 / -7.24

Structure (XYZ):
```
56
C5H4F16Li2N4O17S8, DFT the ωB97M-V functional and the def2-TZVPD basis
Li -0.78959 -2.12700 0.48099
Li -1.78472 -4.40462 0.94789
N -0.84463 -3.21278 2.15776
S 0.48512 -3.85634 3.05374
O 0.82528 -5.18363 2.57217
O 0.77267 -3.51868 4.47529
F 1.58263 -2.90718 2.26713
S -1.58171 -2.93180 3.43402
O -1.33558 -1.68869 4.12820
O -1.91340 -4.07855 4.21150
F -3.02036 -2.81509 2.66463
N -2.66582 1.34140 -2.59786
S -1.08577 1.72376 -3.27132
O -0.15174 0.60236 -3.25003
O -0.56036 3.05897 -3.25961
F -1.57208 1.68599 -4.80587
S -2.07719 1.43917 -1.21086
O -1.66646 2.74007 -0.78632
O -1.45415 0.25766 -0.64969
F -3.52141 1.39289 -0.48233
N -2.15739 -3.21795 -0.53159
S -3.65211 -2.31394 -0.63435
O -4.88174 -3.01173 -0.14093
O -3.85805 -1.38652 -1.69727
F -3.36121 -1.35077 0.71994
S -2.03551 -3.51285 -2.05444
O -1.32663 -2.50769 -2.84432
O -3.00846 -4.29963 -2.77603
F -0.93321 -4.59323 -1.86033
N 2.23355 -1.43565 -3.02862
S 2.13286 -2.20534 -1.51451
O 0.85124 -1.99206 -0.86981
O 3.34417 -2.38825 -0.75906
F 1.89313 -3.69908 -2.08851
S 2.91040 -0.17407 -2.44052
O 4.38703 -0.37185 -2.31871
O 2.14089 0.69245 -1.62089
F 2.78910 0.67109 -3.82537
C 1.68542 3.39392 -0.09719
C 1.98427 4.80636 0.30509
C 0.67683 5.62518 0.57695
F -0.23211 5.52303 -0.43850
F -0.03636 5.29439 1.68877
F 2.81786 4.98164 1.32053
F 2.65887 5.40543 -0.72987
O 1.08458 2.55176 0.90005
C 1.82599 2.01904 1.99080
C 0.90354 0.92317 2.54358
F 0.29625 0.05747 1.68328
F 1.47346 0.16243 3.51259
F 2.93437 1.50198 1.58763
F 2.09445 2.89232 2.91314
H 2.61486 2.86296 -0.30291
H 1.10686 3.45433 -1.01899
H 0.95398 6.64554 0.84183
H 0.04813 1.47796 2.92905
```


No. 3
C22H25NO5 | the ωB97M-V functional and the def2-TZVPD basis

Kohn-Sham gap, eV: 8.801
E_LUMO, eV: 0.675
HOMO, eV: -8.13

Structure (XYZ):
```
53
C22H25NO5, DFT the ωB97M-V functional and the def2-TZVPD basis
C 5.78934 -0.29390 -3.54742
O 5.11089 0.58287 -2.68110
C 4.28153 0.06156 -1.72789
C 4.03237 -1.30177 -1.59782
C 3.16595 -1.78663 -0.64102
C 2.49979 -0.91933 0.22126
C 1.56840 -1.51162 1.21152
O 1.58947 -2.69942 1.45508
C 0.55838 -0.58319 1.86002
C -0.17739 -1.26623 3.01076
C -1.23691 -0.31965 3.56121
C -2.17438 0.12225 2.44141
N -1.40458 0.78240 1.40359
C -2.21989 1.50117 0.43740
C -3.16071 0.62692 -0.35395
C -2.77521 -0.02492 -1.52973
C -3.62222 -0.88132 -2.20630
C -4.91291 -1.13968 -1.75067
C -5.30005 -0.49685 -0.60030
C -4.44180 0.36300 0.08369
O -5.08989 0.86779 1.18576
C -6.37550 0.28983 1.17565
O -6.50233 -0.55806 0.05610
C -0.46229 -0.13741 0.80070
C 2.75872 0.44321 0.10738
C 3.64022 0.95003 -0.83919
O 3.76281 2.30747 -0.80939
C 4.83743 2.96042 -1.44890
H 6.44380 -0.97801 -2.99856
H 6.39434 0.34540 -4.18890
H 5.09299 -0.86918 -4.16538
H 4.51727 -2.00095 -2.25969
H 2.98416 -2.84646 -0.55447
H 1.06587 0.30646 2.24087
H 0.53274 -1.54789 3.79002
H -0.64505 -2.18132 2.64196
H -1.81202 -0.80943 4.34852
H -0.75430 0.56269 3.98529
H -2.91336 0.82978 2.82336
H -2.71296 -0.75965 2.05084
H -1.53996 2.02223 -0.24254
H -2.80185 2.24184 0.99207
H -1.78459 0.15813 -1.91803
H -3.28074 -1.36282 -3.10956
H -5.58080 -1.80492 -2.27081
H -7.13737 1.08462 1.12464
H -6.52437 -0.29392 2.09906
H 0.05159 0.37440 -0.01651
H -0.95986 -1.03417 0.38928
H 2.29914 1.16633 0.76108
H 4.74230 2.93299 -2.53608
H 4.78470 3.99361 -1.10551
H 5.79909 2.53125 -1.15882
```


No. 4
CH4NS | the ωB97M-V functional and the def2-TZVPD basis

Total charge: -1
Kohn-Sham gap, eV: 7.200
E_LUMO, eV: 4.459
HOMO, eV: -2.74

Structure (XYZ):
```
7
CH4NS, DFT the ωB97M-V functional and the def2-TZVPD basis
S 0.84215 -1.02873 1.07403
H 0.50905 -1.51748 2.29151
C -0.37503 1.42432 -1.26876
N -1.51748 0.86918 -1.25457
H 0.39135 0.92666 -0.66452
H -0.28729 2.42970 -1.67589
H -1.47396 0.07518 -0.60827
```